*w*
Below is 2 unconnected molecules or ions with the total composition C2H4P2, with properties calculated with the ωB97M-V functional and the def2-TZVPD basis.

Multiplicity: 1
Frontier orbital gap (alpha / beta), Ha: 0.243 / 0.243
M, g/mol: 90.00

Atoms and positions in Å:
1 P 1.3470 2.6512 1.3036
2 P -0.4411 2.9373 0.3448
3 H -0.3858 3.5079 -0.9929
4 H -1.1265 1.7390 -0.0767
5 C -0.0309 -1.2348 -1.8079
6 C 0.7731 -1.8972 -1.2755
7 H -1.0021 -0.7856 -1.9916
8 H 1.5598 -2.6400 -1.1448

Mulliken population analysis, charges in e, atoms 1 to 6: -0.03 -0.09 0.08 0.05 -0.32 -0.34

=====

*x*
Below is a molecular structure, C2H4P2, with properties calculated with the ωB97M-V functional and the def2-TZVPD basis.

Multiplicity: 1
Frontier orbital gap (alpha / beta), Ha: 0.273 / 0.255
M, g/mol: 90.00

Atoms and positions in Å:
1 C -2.0153 0.7690 0.4348
2 C 0.3566 -0.5629 -0.5776
3 P -1.1618 -0.5793 0.1203
4 P 1.6680 -0.1981 0.5246
5 H -3.0842 0.5201 0.8519
6 H 0.5819 -1.0619 -1.5018
7 H 1.1413 1.0220 0.6736
8 H 2.5135 0.0912 -0.5259

Mulliken population analysis, charges in e, atoms 1 to 6: -0.27 -0.25 -0.07 -0.06 0.20 0.37

=====

*y*
Below is 2 unconnected molecules or ions with the total composition C2H4P2, with properties calculated with the ωB97M-V functional and the def2-TZVPD basis.

Multiplicity: 1
Frontier orbital gap (alpha / beta), Ha: 0.291 / 0.258
M, g/mol: 90.00

Atoms and positions in Å:
1 C 0.8141 -1.0605 1.1376
2 C -1.2124 -0.0156 0.4639
3 P -0.5696 -0.6839 2.0937
4 P 0.1029 -0.9861 -0.4585
5 H 1.7396 -1.5197 1.4405
6 H -2.2527 -0.2216 0.2074
7 H -1.0317 1.0562 0.3870
8 H 1.4063 0.6620 -2.3371

Mulliken population analysis, charges in e, atoms 1 to 6: -0.21 -0.63 -0.06 -0.08 0.34 0.38

=====

Least stable = *x*

=====

*w*
Below is a molecular structure, C6H15N, with properties calculated with the ωB97M-V functional and the def2-TZVPD basis.

Multiplicity: 1
Frontier orbital gap, Ha: 0.293
M, g/mol: 101.19

Atoms and positions in Å:
1 C 0.6811 0.1921 0.3696
2 C 0.2204 -0.6584 -0.6858
3 C -1.5012 -1.2208 0.0689
4 C 0.1199 1.5900 0.4803
5 C 2.3791 0.3274 -0.8515
6 C -2.6320 -0.3089 -0.3428
7 N 1.0755 -0.3561 1.5699
8 H 1.5069 -1.2687 1.5420
9 H 1.4329 0.2670 2.2788
10 H 0.6997 -1.6219 -0.8139
11 H -0.1259 -0.1651 -1.5834
12 H -1.4764 -1.3819 1.1488
13 H -1.5995 -2.2107 -0.3845
14 H 0.8559 2.2628 0.9282
15 H -0.7624 1.6079 1.1236
16 H -0.1582 1.9736 -0.5006
17 H 3.0339 -0.4890 -0.5410
18 H 2.7802 1.2834 -0.5079
19 H 2.2974 0.3828 -1.9382
20 H -2.6180 0.6334 0.2155
21 H -2.5903 -0.0823 -1.4133
22 H -3.6191 -0.7565 -0.1626

Mulliken population analysis, charges in e, atoms 1 to 6: 0.99 -1.13 -0.54 -1.68 -1.20 -0.94

=====

*x*
Below is a molecular structure, C6H15N, with properties calculated with the ωB97M-V functional and the def2-TZVPD basis.

Multiplicity: 1
Frontier orbital gap, Ha: 0.317
M, g/mol: 101.19

Atoms and positions in Å:
1 C 4.4480 -0.1096 0.2853
2 N 0.8732 0.2230 -0.8160
3 C -0.2507 -0.1168 -0.1557
4 C -1.5490 0.5224 -0.6108
5 C -2.6352 -0.5341 -0.7138
6 C -1.8829 1.7479 0.2146
7 C -0.1807 -1.1259 0.9851
8 H 3.5614 0.3135 -0.2289
9 H 4.9937 0.7574 0.6441
10 H 4.0795 -0.7353 1.0825
11 H 5.0859 -0.6234 -0.4466
12 H 0.2095 -0.6882 -1.1986
13 H -1.4557 0.8036 -1.6623
14 H -3.5531 -0.1882 -1.1877
15 H -2.2698 -1.3233 -1.4285
16 H -2.9011 -1.0697 0.2158
17 H -1.9217 1.5334 1.2954
18 H -2.8965 2.0691 -0.0643
19 H -1.2547 2.5994 -0.0216
20 H -0.7793 -0.7656 1.8257
21 H -0.5797 -2.1035 0.6870
22 H 0.8590 -1.1859 1.2991

Mulliken population analysis, charges in e, atoms 1 to 6: -0.82 -0.80 0.47 0.87 -1.50 -1.44

=====

Least stable = *x*

=====

*w*
Below is a molecular structure, CH5PS2, with properties calculated with the ωB97M-V functional and the def2-TZVPD basis.

Multiplicity: 1
Frontier orbital gap, Ha: 0.307
M, g/mol: 112.16

Atoms and positions in Å:
1 C -0.7357 0.3603 -0.6337
2 P 1.6661 0.1026 -0.3893
3 S -1.1907 1.8807 0.1290
4 S 1.7101 -1.6935 0.6531
5 H -1.0917 -0.5219 -0.1245
6 H -0.9153 0.3942 -1.6933
7 H 1.6973 -0.5512 -1.6271
8 H -0.7092 1.6057 1.3413
9 H 2.0798 -1.1450 1.8096

Mulliken population analysis, charges in e, atoms 1 to 6: -0.73 0.13 -0.15 -0.24 0.35 0.34

=====

*x*
Below is CH5PS2 in the gas phase, with properties calculated with the ωB97M-V functional and the def2-TZVPD basis.

Multiplicity: 1
Frontier orbital gap, Ha: 0.331
M, g/mol: 112.16

Atoms and positions in Å:
1 C -0.6500 -1.2560 0.3149
2 P -0.7067 0.1732 -0.7805
3 S 0.4091 1.7847 0.3266
4 S 2.2606 1.1113 -0.3604
5 H 0.3564 -1.8125 0.2461
6 H -1.5042 -1.7796 -0.0055
7 H -0.7383 -1.0143 1.3449
8 H -1.9264 0.3991 -0.2628
9 H 2.4997 2.3942 -0.8234

Mulliken population analysis, charges in e, atoms 1 to 6: -0.83 0.09 -0.17 -0.21 0.27 0.32

=====

Least stable = *w*

=====

*w*
Below is 2 unconnected molecules or ions with the total composition C3H12N, with properties calculated with the ωB97M-V functional and the def2-TZVPD basis.

Multiplicity: 1
Frontier orbital gap, Ha: 0.377
M, g/mol: 62.14
Charge: +1

Atoms and positions in Å:
1 N -2.4390 0.5133 0.8574
2 H -2.7041 1.1163 0.1249
3 H -2.5270 -0.4528 0.6238
4 H -2.8439 0.8252 1.7090
5 H -1.3774 0.7051 0.7221
6 C 1.5099 -0.9124 0.6835
7 C 1.0930 0.4846 -0.1334
8 C 0.7320 -0.1125 -1.5590
9 H 2.1066 -0.6579 1.5672
10 H 0.4554 -1.2578 0.9330
11 H 2.0700 -1.5249 0.0046
12 H 0.2713 1.0009 0.4239
13 H 1.8095 1.1801 -0.1466
14 H 0.7232 0.6621 -2.4289
15 H -0.3351 -0.6449 -1.5456
16 H 1.4558 -0.9245 -1.8359

Mulliken population analysis, charges in e, atoms 1 to 6: -0.36 0.41 0.40 0.37 0.09 -0.80

=====

*x*
Below is 2 unconnected molecules or ions with the total composition C3H12N, with properties calculated with the ωB97M-V functional and the def2-TZVPD basis.

Multiplicity: 1
Frontier orbital gap, Ha: 0.391
M, g/mol: 62.14
Charge: +1

Atoms and positions in Å:
1 N -0.9600 2.3692 -0.2222
2 H -1.4358 3.1543 0.2215
3 H -1.5364 1.5301 -0.3389
4 H -0.5785 2.6259 -1.1402
5 H -0.1423 2.0474 0.3060
6 C 0.7389 -1.0170 -1.1728
7 C 0.9865 -1.0689 0.3442
8 C -0.2966 -1.1109 1.1767
9 H -0.1054 -1.6579 -1.4075
10 H 1.6713 -1.1650 -1.6943
11 H 0.4182 -0.0034 -1.4705
12 H 1.6257 -0.2630 0.6990
13 H 1.4947 -2.0156 0.5268
14 H -0.0641 -0.9117 2.2165
15 H -1.0706 -0.4208 0.8371
16 H -0.7456 -2.0927 1.1186

Mulliken population analysis, charges in e, atoms 1 to 6: -0.50 0.37 0.37 0.39 0.36 -0.90

=====

Least stable = *w*

=====

*w*
Below is a gas-phase ion, C2H8N3O (charge +1), with properties calculated with the ωB97M-V functional and the def2-TZVPD basis.

Multiplicity: 1
Frontier orbital gap, Ha: 0.410
M, g/mol: 90.11
Charge: +1

Atoms and positions in Å:
1 N -0.5290 1.4158 1.6079
2 N -0.4273 1.1393 0.2233
3 C 0.0543 -0.0483 0.0453
4 N 0.2083 -0.9023 1.0339
5 C 0.1367 -0.5023 -1.4290
6 O 0.5936 -1.8446 -1.5257
7 H 0.4626 1.3539 1.9269
8 H -0.9011 2.3403 1.8841
9 H -0.5710 1.9656 -0.3639
10 H 0.4695 -1.9396 0.7587
11 H 0.1014 -0.6976 2.0356
12 H -0.9696 -0.4561 -1.7209
13 H 0.7193 0.1704 -2.0417
14 H 0.6521 -1.9944 -2.4343

Mulliken population analysis, charges in e, atoms 1 to 6: -0.74 0.11 0.50 -0.38 -0.40 -0.49

=====

*x*
Below is 2 unconnected molecules or ions with the total composition C2H8N3O, with properties calculated with the ωB97M-V functional and the def2-TZVPD basis.

Multiplicity: 1
Frontier orbital gap, Ha: 0.384
M, g/mol: 90.11
Charge: +1

Atoms and positions in Å:
1 C -0.1003 -0.0410 -1.9357
2 N 0.8198 -0.5491 -2.7758
3 O -0.2088 -0.3506 -0.7259
4 H -0.7518 0.8754 -2.2842
5 H 1.5969 0.0928 -3.2056
6 H 0.9699 -1.4676 -3.1030
7 N -0.8739 0.9874 1.2574
8 C -0.3516 0.3130 2.2503
9 N 0.5035 -0.6614 1.9466
10 H -1.1912 0.2311 0.5490
11 H -1.2906 1.9441 1.3358
12 H -0.4961 0.9822 3.1267
13 H 0.7682 -1.3770 2.5673
14 H 0.6058 -0.9793 0.9971

Mulliken population analysis, charges in e, atoms 1 to 6: 0.11 -0.37 -0.58 0.26 0.26 0.23

=====

Least stable = *w*

=====

*w*
Below is 2 unconnected molecules or ions with the total composition C2H8N3O, with properties calculated with the ωB97M-V functional and the def2-TZVPD basis.

Multiplicity: 1
Frontier orbital gap (alpha / beta), Ha: 0.149 / 0.133
M, g/mol: 90.11
Charge: +1

Atoms and positions in Å:
1 C -0.9966 0.2206 -0.0360
2 C -2.2872 0.6565 -0.7680
3 N -0.8086 -1.1392 0.3839
4 N -0.2846 0.7343 1.0016
5 N 3.3107 -0.7389 0.1099
6 O -0.1974 -0.6286 -0.7723
7 H -3.0222 -0.1246 -0.8179
8 H -1.9896 1.2107 -1.6048
9 H -2.8972 1.2652 -0.1456
10 H -0.0768 -1.2956 1.0312
11 H -0.8009 1.4162 1.6533
12 H 4.2513 -0.9161 -0.2637
13 H 3.1707 -0.0020 0.9291
14 H 2.6283 -0.6585 -0.7007

Mulliken population analysis, charges in e, atoms 1 to 6: 1.09 -1.12 -0.21 -0.35 -0.62 -0.20

=====

*x*
Below is a gas-phase ion, C2H8N3O (charge +1), with properties calculated with the ωB97M-V functional and the def2-TZVPD basis.

Multiplicity: 1
Frontier orbital gap, Ha: 0.424
M, g/mol: 90.11
Charge: +1

Atoms and positions in Å:
1 N -1.8002 -1.0734 0.1171
2 C -0.8577 -0.1621 0.0385
3 N -1.2205 1.1274 0.3415
4 N 0.3795 -0.5695 -0.2344
5 C 1.5149 0.3280 -0.2919
6 O 2.5203 -0.2820 0.3891
7 H -1.6755 -1.9872 -0.2749
8 H -2.7152 -0.7215 0.2029
9 H -2.3064 1.2497 0.3665
10 H -0.5723 1.9558 0.1219
11 H 0.6104 -1.5261 -0.3372
12 H 1.1896 1.3719 -0.0006
13 H 1.7139 0.2211 -1.3915
14 H 3.2194 0.0679 0.9530

Mulliken population analysis, charges in e, atoms 1 to 6: -0.36 0.81 -0.45 -0.18 -0.30 -0.53

=====

Least stable = *w*

=====

*w*
Below is a molecular structure, C12H5BeCl5F6N2O2Sb, with properties calculated with the ωB97M-V functional and the def2-TZVPD basis.

Multiplicity: 2
Frontier orbital gap (alpha / beta), Ha: 0.316 / 0.282
M, g/mol: 631.21

Atoms and positions in Å:
1 Be 8.3021 6.1530 13.2967
2 O 9.6860 6.6118 12.5424
3 N 10.6032 5.6609 12.7240
4 N 10.1345 4.7323 13.3567
5 O 8.8441 4.7494 13.7217
6 C 10.9153 3.6868 13.9768
7 C 12.2837 3.6329 13.7570
8 C 12.9580 2.6021 14.3956
9 C 12.3054 1.7297 15.2395
10 C 10.9398 1.8627 15.4844
11 C 10.2510 2.8994 14.8764
12 H 12.8021 4.2178 13.0327
13 H 14.0209 2.4450 14.1198
14 H 12.8323 0.8670 15.5806
15 H 10.4065 1.2141 16.2005
16 H 9.1952 3.1214 15.0188
17 F 6.9391 6.3922 12.5212
18 Sb 5.7279 6.7907 14.0812
19 F 5.8729 5.0129 14.5953
20 F 4.1595 6.3613 13.2130
21 F 7.6577 7.0408 14.6279
22 F 5.7207 8.5350 13.3541
23 F 5.1141 7.2744 15.7553
24 Cl 5.9905 3.8009 11.5332
25 C 6.3031 4.3043 9.9495
26 C 6.0712 5.5931 9.5948
27 C 6.3797 6.1991 8.4147
28 Cl 6.1767 7.8288 8.0912
29 C 7.0416 5.3684 7.5106
30 Cl 7.6152 6.0120 6.0205
31 C 7.2864 4.0025 7.7636
32 Cl 8.2268 2.9624 6.7225
33 C 6.9536 3.4912 9.0207
34 Cl 7.5788 1.9738 9.5628

Mulliken population analysis, charges in e, atoms 1 to 6: 0.28 -0.22 -0.49 1.11 -0.38 0.31

=====

*x*
Below is a molecular structure, C12H5BeCl5F6N2O2Sb, with properties calculated with the ωB97M-V functional and the def2-TZVPD basis.

Multiplicity: 2
Frontier orbital gap (alpha / beta), Ha: 0.318 / 0.277
M, g/mol: 631.21

Atoms and positions in Å:
1 Be 2.4626 -0.4715 -0.2127
2 O 3.2786 0.4050 0.8003
3 N 2.9086 1.6940 0.7278
4 N 1.8997 1.7562 -0.0057
5 O 1.5332 0.6542 -0.6944
6 C 1.2061 2.9972 -0.1527
7 C 0.8904 3.8443 0.9165
8 C 0.1644 5.0029 0.6528
9 C -0.1111 5.4107 -0.6631
10 C 0.3266 4.5852 -1.7125
11 C 0.9641 3.3635 -1.4835
12 H 1.2973 3.7038 1.9458
13 H -0.0924 5.6911 1.4137
14 H -0.4006 6.4649 -0.8433
15 H 0.2587 4.8303 -2.8089
16 H 1.2566 2.6461 -2.2120
17 F 1.4766 -1.8395 0.1562
18 Sb 2.4087 -3.2437 -0.7934
19 F 1.4608 -2.7164 -2.2457
20 F 1.1791 -4.4963 -0.2773
21 F 3.4084 -1.5098 -1.0539
22 F 3.4898 -3.3334 0.7355
23 F 3.5761 -4.3062 -1.7547
24 Cl -2.0886 -1.2678 -1.8125
25 C -2.5829 -2.1298 -0.3549
26 C -1.8599 -3.2373 0.0039
27 C -2.2237 -4.0582 1.0469
28 Cl -1.2950 -5.4355 1.3181
29 C -3.3658 -3.7501 1.7569
30 Cl -4.0068 -4.7275 3.0013
31 C -4.0270 -2.5391 1.5273
32 Cl -5.3500 -2.0340 2.4729
33 C -3.5986 -1.6854 0.5152
34 Cl -4.4441 -0.2675 0.0900

Mulliken population analysis, charges in e, atoms 1 to 6: 0.25 -0.15 -0.50 0.97 -0.31 0.42

=====

Least stable = *x*